ORCA calculation (wB97M-V/def2-TZVPD) on an isolated ion of composition C7H15N2 and charge +1 in a non-equilibrium geometry.

XYZ file:
```
24
Properties=species:S:1:pos:R:3:nbo_charge:R:1
C 3.754 -0.120 0.993 -0.41
C 2.730 0.673 0.202 -0.23
C 1.728 -0.024 -0.930 -0.46
C 0.198 0.040 -0.268 -0.05
C -0.711 -1.304 -0.667 -0.27
N -1.955 -1.328 0.191 -0.54
C -2.401 0.009 0.731 -0.28
C -1.941 1.317 -0.136 -0.25
N -0.583 1.224 -0.791 -0.66
H 4.156 -1.175 0.672 0.23
H 4.219 0.400 1.960 0.23
H 2.598 1.844 0.389 0.23
H 1.805 0.607 -1.934 0.25
H 2.056 -1.127 -1.175 0.23
H 0.384 0.068 0.909 0.20
H -0.087 -2.300 -0.639 0.26
H -1.075 -1.168 -1.795 0.25
H -1.716 -1.926 1.039 0.45
H -2.720 -1.875 -0.306 0.45
H -3.595 -0.004 0.700 0.26
H -2.142 0.169 1.886 0.26
H -2.782 1.654 -0.913 0.23
H -1.872 2.226 0.635 0.23
H -0.049 2.119 -0.752 0.40
```

Calculated total energy, Eh: -384.80076
Kohn-Sham gap, eV: 8.52
Relative energy (zero: lowest compared OMol25 entry of this formula, charge and spin), kJ/mol: 514.6
HOMO level, eV: -12.0
Net charge: +1

ORCA calculation (wB97M-V/def2-TZVPD) on a 2-piece molecular cluster, C7H15N2Si overall in a non-equilibrium geometry.

XYZ file:
```
25
Properties=species:S:1:pos:R:3:nbo_charge:R:1
C -0.034 -0.446 -0.264 0.06
C 3.131 1.413 1.387 -0.30
C 2.164 1.356 0.438 -0.68
C -2.105 -2.230 -0.349 -0.11
C 0.470 -1.874 -2.089 -0.26
C -0.733 1.233 2.352 -1.10
C -0.513 2.407 -0.562 -1.10
N 0.332 -0.964 -1.219 -0.31
N -1.454 -2.931 -1.294 -0.66
Si 0.264 1.290 0.707 1.54
H 4.137 1.700 1.081 0.21
H 2.919 1.077 2.489 0.20
H 2.509 1.702 -0.512 0.23
H -1.827 -2.374 0.656 0.22
H -3.037 -1.778 -0.626 0.22
H 0.335 -1.619 -3.095 0.22
H 1.206 -2.578 -1.783 0.21
H -0.424 0.312 2.917 0.25
H -0.645 2.026 3.054 0.27
H -1.855 1.272 2.129 0.26
H -1.512 2.210 -0.468 0.24
H -0.457 3.442 -0.384 0.27
H -0.029 2.389 -1.458 0.25
H -0.876 -3.711 -0.958 0.42
H -1.966 -3.323 -2.149 0.44
```

Calculated total energy, Eh: -674.33085
Kohn-Sham gap (alpha / beta), eV: 8.12 / 8.12
Relative energy (zero: lowest compared OMol25 entry of this formula, charge and spin), kJ/mol: 491.4
HOMO level (alpha / beta), eV: -11.8 / -11.8
Net charge: +1

ORCA calculation (wB97M-V/def2-TZVPD) on C7H15N3O12V as an isolated structure in a non-equilibrium geometry.

XYZ file:
```
38
Properties=species:S:1:pos:R:3:nbo_charge:R:1
O 0.949 0.565 -0.269 -0.87
V 0.463 0.242 1.227 1.36
O 1.135 1.263 2.275 -0.81
C 2.050 -3.725 1.733 -0.71
C 1.508 -2.336 1.516 0.75
O 0.614 -2.044 0.684 -0.77
O 2.035 -1.366 2.091 -0.72
H 1.708 -4.252 0.841 0.21
H 1.551 -4.167 2.595 0.21
H 3.135 -3.782 1.812 0.22
C -3.276 1.173 2.540 -0.71
C -2.106 0.453 1.959 0.75
O -1.386 -0.169 2.710 -0.71
O -1.778 0.669 0.781 -0.75
H -4.000 1.375 1.750 0.19
H -2.982 2.158 2.904 0.21
H -3.798 0.682 3.361 0.20
C 2.259 -2.061 -2.171 -0.48
N 2.998 -3.324 -2.090 0.53
O 2.542 -4.228 -2.810 -0.43
O 4.023 -3.430 -1.427 -0.38
H 2.371 -1.747 -3.209 0.22
H 2.659 -1.294 -1.507 0.28
H 1.217 -2.330 -1.998 0.26
C -0.590 5.433 0.967 -0.48
N 0.038 4.272 0.314 0.49
O -0.453 3.867 -0.770 -0.41
O 0.941 3.686 0.935 -0.28
H -0.292 5.424 2.016 0.23
H -1.672 5.439 0.838 0.22
H -0.162 6.257 0.397 0.21
C -1.456 -0.042 -2.320 -0.48
N -1.939 -0.759 -3.566 0.55
O -2.958 -1.385 -3.547 -0.41
O -1.161 -0.779 -4.482 -0.42
H -0.550 -0.525 -1.954 0.28
H -2.272 -0.244 -1.626 0.24
H -1.363 1.029 -2.500 0.24
```

2S+1: 2
Calculated total energy, Eh: -2286.68563
Kohn-Sham gap (alpha / beta), eV: 3.75 / 5.88
HOMO level (alpha / beta), eV: 1.1 / -1.0
Net charge: -2

ORCA calculation (wB97M-V/def2-TZVPD) on a single C7H15N3OSi molecule in a non-equilibrium geometry.

XYZ file:
```
27
Properties=species:S:1:pos:R:3:nbo_charge:R:1
C 3.266 -0.847 -0.577 -0.13
C 2.052 -0.438 -0.971 -0.08
C 0.072 1.882 -1.147 -0.65
C -0.540 -1.293 1.867 -1.13
C -2.700 0.795 0.511 -1.10
C -1.170 -1.543 -1.148 -1.12
C 0.255 0.952 0.053 0.02
N 3.453 -0.371 0.700 -0.22
N 2.392 0.304 0.997 -0.12
N 1.528 0.299 -0.007 -0.19
O 0.223 1.750 1.254 -0.75
Si -1.137 -0.343 0.386 1.61
H 3.931 -1.476 -1.106 0.22
H 1.601 -0.487 -1.952 0.23
H -0.770 1.508 -1.844 0.21
H 1.036 2.069 -1.637 0.23
H -0.527 2.706 -0.775 0.25
H -0.456 -2.312 1.816 0.24
H 0.512 -0.930 1.935 0.25
H -1.118 -1.013 2.746 0.25
H -2.973 0.949 -0.536 0.23
H -3.530 0.192 0.950 0.24
H -2.565 1.702 1.158 0.26
H -1.341 -0.962 -2.099 0.24
H -0.421 -2.300 -1.127 0.24
H -2.119 -2.166 -1.183 0.24
H 1.046 1.374 1.738 0.50
```

Calculated total energy, Eh: -804.67996
Kohn-Sham gap, eV: 9.95
Relative energy (zero: lowest compared OMol25 entry of this formula, charge and spin), kJ/mol: 23.0
HOMO level, eV: -9.3
Net charge: 0

ORCA calculation (wB97M-V/def2-TZVPD) on an isolated ion of composition C7H15N3S and charge +2 in a non-equilibrium geometry.

XYZ file:
```
26
Properties=species:S:1:pos:R:3:nbo_charge:R:1
C 1.519 -1.742 -1.197 0.35
C 0.770 0.521 -0.635 0.23
C 2.529 2.160 0.214 -0.68
C -1.831 -1.913 -0.635 -0.46
C -0.351 -1.814 1.340 -0.46
C -1.651 1.907 -0.911 -0.70
C 1.139 1.690 0.194 -0.20
N 0.445 -2.433 -0.790 -0.21
N 1.586 -0.391 -1.224 -0.67
N -0.547 -1.820 -0.067 0.02
S 0.094 2.061 -1.432 0.64
H 2.389 -2.235 -1.575 0.27
H 3.016 2.173 -0.794 0.25
H 2.996 1.699 1.059 0.29
H 2.462 3.295 0.589 0.29
H -2.477 -1.071 -0.489 0.25
H -1.597 -2.030 -1.706 0.25
H -2.313 -2.840 -0.298 0.28
H -0.640 -2.765 1.719 0.28
H 0.615 -1.689 1.693 0.25
H -1.159 -1.244 1.707 0.24
H -2.194 2.803 -0.826 0.29
H -1.618 1.384 0.062 0.24
H -1.935 1.120 -1.677 0.26
H 0.469 1.856 0.957 0.26
H 2.223 0.005 -1.965 0.46
```

2S+1: 3
Calculated total energy, Eh: -837.31962
Kohn-Sham gap (alpha / beta), eV: 9.67 / 7.46
Relative energy (zero: lowest compared OMol25 entry of this formula, charge and spin), kJ/mol: 165.5
HOMO level (alpha / beta), eV: -17.2 / -18.1
Net charge: +2

ORCA calculation (wB97M-V/def2-TZVPD) on a 2-piece molecular cluster, C7H15N4 overall in a non-equilibrium geometry.

XYZ file:
```
26
Properties=species:S:1:pos:R:3:nbo_charge:R:1
C -1.436 -1.154 -0.469 -0.30
C -1.945 0.058 -0.436 0.18
C 2.422 0.604 0.072 0.43
C -0.077 -1.072 -0.174 0.10
C -3.310 0.476 -0.930 -0.64
C 0.732 -2.248 0.173 -0.70
C -1.254 2.176 0.752 -0.41
N 0.159 0.248 0.188 -0.32
N -0.996 0.896 0.025 -0.14
N 2.551 -0.339 -0.859 -0.74
N 3.219 0.535 1.136 -0.77
H -1.838 -2.185 -0.605 0.24
H -3.932 -0.388 -0.596 0.25
H -3.318 0.716 -1.987 0.24
H -3.605 1.431 -0.425 0.22
H 0.152 -3.219 0.193 0.26
H 1.227 -2.280 1.160 0.24
H 1.525 -2.733 -0.535 0.22
H -1.638 2.956 0.049 0.23
H -2.102 2.007 1.424 0.22
H -0.405 2.340 1.334 0.22
H 2.105 1.587 -0.389 0.24
H 2.047 -0.395 -1.750 0.44
H 2.721 -1.226 -0.390 0.40
H 3.070 1.388 1.769 0.44
H 3.923 -0.179 1.271 0.44
```

Calculated total energy, Eh: -494.44350
Kohn-Sham gap, eV: 9.45
Relative energy (zero: lowest compared OMol25 entry of this formula, charge and spin), kJ/mol: 174.7
HOMO level, eV: -12.4
Net charge: +1